No. 1
A cluster of 15 separate species, C29H87O29 in total at a distorted geometry, computed with ωB97M-V/def2-TZVPD.

Results
Total charge   -1
HOMO level   -0.234 hartree

```
145
C29H87O29 (ωB97M-V/def2-TZVPD)
C -0.470 0.482 0.184
O 0.067 -0.817 0.059
H -1.405 0.667 -0.346
H -0.801 0.798 1.174
H 0.147 1.242 -0.294
C -0.092 -3.813 2.273
C -1.542 -3.160 2.255
O -1.420 -1.791 2.502
O 0.926 -3.238 1.424
H -0.250 -4.871 2.065
H 0.237 -3.890 3.309
H -2.237 -3.568 2.989
H -2.027 -3.184 1.279
H -0.897 -1.391 1.803
H 0.623 -2.433 0.999
C 6.468 1.415 -0.898
C 6.201 1.295 -2.396
O 6.515 0.012 -2.939
O 5.526 0.617 -0.101
H 6.454 2.443 -0.535
H 7.519 1.158 -0.767
H 6.695 2.044 -3.014
H 5.164 1.609 -2.514
H 6.229 0.021 -3.855
H 4.686 0.723 -0.553
C 1.580 -0.744 -3.146
C 2.831 -0.122 -2.526
O 2.641 0.298 -1.198
O 1.204 -1.937 -2.505
H 1.698 -0.911 -4.217
H 0.761 -0.034 -3.027
H 3.148 0.718 -3.143
H 3.549 -0.942 -2.551
H 2.141 -0.359 -0.708
H 0.939 -1.692 -1.616
C -4.379 4.178 0.223
C -3.014 3.679 -0.206
O -2.136 4.757 -0.541
O -4.368 4.259 1.650
H -5.138 3.403 0.114
H -4.589 5.114 -0.294
H -3.204 3.154 -1.142
H -2.591 2.986 0.521
H -1.456 4.805 0.136
H -3.743 4.959 1.850
C -5.874 0.125 0.766
C -5.609 0.185 -0.779
O -4.316 0.629 -1.066
O -5.588 -1.172 1.375
H -6.934 0.359 0.863
H -5.379 0.914 1.331
H -6.363 0.745 -1.331
H -5.824 -0.753 -1.291
H -3.658 0.062 -0.657
H -5.143 -0.947 2.195
C 3.765 -3.275 -0.819
C 3.806 -4.656 -0.199
O 3.134 -5.748 -0.939
O 4.677 -3.163 -1.869
H 3.963 -2.503 -0.076
H 2.764 -3.239 -1.250
H 3.420 -4.629 0.819
H 4.854 -4.933 -0.080
H 2.183 -5.637 -0.874
H 5.538 -2.987 -1.482
C -2.652 0.640 5.013
C -3.230 0.625 3.561
O -3.734 -0.636 3.173
O -1.456 -0.108 5.048
H -3.445 0.256 5.654
H -2.462 1.698 5.195
H -2.446 0.841 2.835
H -3.974 1.420 3.516
H -3.021 -1.247 2.974
H -1.697 -0.904 4.568
C -3.564 -2.212 -3.171
C -2.197 -2.094 -2.426
O -2.278 -2.190 -0.997
O -4.108 -3.478 -2.797
H -3.474 -1.974 -4.231
H -4.258 -1.402 -2.946
H -1.641 -1.187 -2.665
H -1.708 -3.039 -2.660
H -1.576 -1.678 -0.591
H -4.325 -3.458 -1.862
C -0.468 3.638 3.982
C -0.899 4.802 3.069
O -0.365 4.563 1.779
O 0.821 3.816 4.380
H -0.675 2.630 3.624
H -1.060 3.688 4.896
H -0.399 5.690 3.457
H -1.978 4.941 3.132
H 0.593 4.491 1.798
H 1.356 3.677 3.595
C 0.570 4.250 -3.304
C 1.103 3.215 -2.226
O 2.464 2.855 -2.391
O 0.510 3.552 -4.525
H 1.312 5.047 -3.359
H -0.377 4.708 -3.018
H 0.470 2.336 -2.346
H 1.064 3.672 -1.237
H 2.759 2.326 -1.647
H 1.226 2.917 -4.595
C 2.939 1.606 2.179
C 2.773 2.785 1.234
O 2.219 3.901 1.881
O 3.925 1.763 3.165
H 3.138 0.750 1.535
H 2.002 1.324 2.659
H 2.168 2.573 0.353
H 3.768 3.075 0.895
H 2.958 4.130 2.450
H 4.767 1.381 2.910
C 3.831 -1.105 4.687
C 2.738 -1.661 3.757
O 3.272 -2.160 2.553
O 4.530 -2.130 5.398
H 3.370 -0.543 5.499
H 4.635 -0.513 4.250
H 2.000 -0.865 3.649
H 2.147 -2.451 4.220
H 2.511 -2.520 2.092
H 5.056 -1.681 6.064
C -2.551 2.904 -4.509
C -2.444 1.429 -3.930
O -2.089 0.524 -4.962
O -3.731 3.027 -5.289
H -1.714 2.999 -5.200
H -2.415 3.671 -3.746
H -3.432 1.172 -3.546
H -1.682 1.280 -3.165
H -1.193 0.782 -5.191
H -3.890 2.201 -5.752
C -1.618 -6.313 -2.019
C -0.629 -5.409 -1.209
O 0.375 -6.253 -0.671
O -2.584 -6.835 -1.098
H -1.147 -7.129 -2.567
H -1.984 -5.666 -2.815
H -1.014 -4.967 -0.290
H -0.190 -4.572 -1.753
H 0.003 -7.127 -0.810
H -3.210 -7.382 -1.578
```

***

No. 2
A cluster of 14 separate species, C29H91N15O14 in total at a distorted geometry, computed with ωB97M-V/def2-TZVPD.

Results
Total charge   0
HOMO level   -0.327 hartree

```
149
C29H91N15O14 (ωB97M-V/def2-TZVPD)
C 4.663 -0.797 -2.056
O 3.492 -1.066 -2.361
N 5.170 0.436 -2.298
N 5.559 -1.787 -1.639
H 4.568 1.029 -2.866
H 6.164 0.553 -2.349
H 6.321 -1.483 -1.050
H 4.978 -2.504 -1.273
C 4.392 1.068 2.268
O 5.503 0.694 2.077
N 3.734 0.985 3.467
N 3.758 1.699 1.288
H 4.369 0.700 4.193
H 2.991 1.622 3.697
H 4.348 1.732 0.476
H 2.830 2.097 1.378
C 0.054 3.325 2.372
O 1.219 3.148 2.815
N -0.999 2.521 2.767
N -0.216 4.361 1.561
H -1.876 3.011 2.690
H -0.915 2.095 3.695
H 0.595 4.906 1.243
H -1.031 4.262 0.958
C 0.250 0.427 -4.227
O -0.384 0.691 -3.199
N 1.583 0.093 -4.290
N -0.340 0.624 -5.486
H 2.054 -0.046 -3.410
H 1.922 -0.539 -5.025
H -1.142 1.214 -5.590
H 0.239 0.606 -6.313
C 0.089 -3.293 -2.494
O -0.686 -4.203 -2.553
N 1.392 -3.334 -2.947
N -0.220 -2.076 -1.974
H 1.727 -4.235 -3.180
H 2.031 -2.566 -2.667
H 0.265 -1.177 -2.193
H -1.166 -1.931 -1.644
C -0.323 0.883 0.141
O -0.727 1.968 -0.627
H -0.401 1.095 1.202
H -0.915 -0.027 0.046
H 0.723 0.628 -0.028
H -0.360 1.939 -1.517
C 5.408 -3.680 1.163
O 4.412 -3.734 0.152
H 5.013 -3.880 2.115
H 6.171 -4.422 0.836
H 5.911 -2.742 1.225
H 3.723 -3.070 0.454
C 3.048 6.582 1.528
O 2.228 6.249 0.406
H 3.472 7.553 1.341
H 2.440 6.567 2.458
H 3.926 5.833 1.694
H 2.787 5.785 -0.232
C -3.865 3.746 -0.354
O -2.805 3.293 0.497
H -4.454 2.834 -0.634
H -4.489 4.438 0.219
H -3.506 4.305 -1.230
H -2.315 2.604 0.039
C -3.102 -3.604 1.496
C -2.357 -2.234 1.427
C -3.218 -1.165 0.790
O -2.926 -1.297 -0.629
C -3.759 -0.600 -1.487
N -2.179 -1.845 2.824
H -2.346 -4.327 1.672
H -3.633 -3.885 0.566
H -3.861 -3.459 2.246
H -1.479 -2.350 0.818
H -3.078 -0.135 1.017
H -4.294 -1.327 1.027
H -3.425 -0.776 -2.508
H -3.621 0.472 -1.406
H -4.814 -0.774 -1.349
H -1.382 -1.201 2.839
H -1.794 -2.653 3.317
C -4.438 -3.987 -6.805
C -4.692 -4.152 -5.271
C -3.942 -3.055 -4.487
O -4.466 -1.690 -4.655
C -3.757 -0.840 -5.589
N -6.073 -4.171 -4.895
H -4.932 -3.094 -7.160
H -5.006 -4.760 -7.343
H -3.392 -3.994 -7.075
H -4.226 -5.113 -4.998
H -2.881 -3.093 -4.806
H -4.110 -3.350 -3.447
H -3.885 -1.050 -6.665
H -2.732 -1.110 -5.342
H -4.024 0.173 -5.348
H -6.430 -3.244 -5.038
H -6.586 -4.808 -5.437
C 0.884 -3.421 1.401
C 1.440 -2.142 1.864
C 1.926 -2.225 3.329
O 0.794 -2.646 4.075
C 1.101 -2.938 5.430
N 2.523 -1.750 0.953
H 1.641 -4.201 1.354
H 0.507 -3.359 0.374
H 0.080 -3.747 2.026
H 0.677 -1.309 1.881
H 2.350 -1.242 3.602
H 2.722 -2.941 3.399
H 1.834 -3.751 5.552
H 0.178 -3.285 5.894
H 1.362 -2.016 6.025
H 2.901 -0.816 1.248
H 2.162 -1.651 -0.048
C -3.480 0.657 6.989
C -2.780 -0.084 5.902
C -1.277 0.197 5.953
O -1.040 1.567 5.726
C 0.239 1.997 6.036
N -2.970 -1.525 6.073
H -4.440 0.233 7.194
H -3.559 1.732 6.680
H -2.950 0.617 7.910
H -3.043 0.211 4.866
H -0.829 -0.494 5.186
H -0.875 -0.051 6.908
H 0.340 3.104 5.938
H 0.899 1.515 5.323
H 0.514 1.713 7.073
H -3.707 -1.753 6.781
H -3.285 -1.853 5.177
C 3.515 3.664 -1.323
C 2.649 2.997 -2.378
C 1.543 3.925 -2.768
O 0.690 3.412 -3.722
C -0.649 3.890 -3.796
N 3.522 2.628 -3.523
H 3.962 4.622 -1.626
H 4.259 2.929 -1.038
H 2.867 3.708 -0.481
H 2.233 2.016 -2.066
H 2.007 4.833 -3.127
H 1.028 4.156 -1.846
H -0.947 4.269 -2.763
H -1.269 3.057 -4.081
H -0.724 4.751 -4.464
H 3.977 3.431 -3.890
H 2.954 2.258 -4.241
```